DFT (ωB97M-V with the def2-TZVPD basis set) results for a molecular structure, C13H16Cl4IMnN4O4.

Structure (XYZ):
```
43
Properties=species:S:1:pos:R:3:lowdin_spin:R:1
Mn -0.353 0.463 0.472 0.999
N -1.704 0.726 -1.160 -0.004
C -3.101 0.974 -0.792 0.001
C -4.156 0.188 -1.597 0.000
C -3.851 -1.260 -2.015 0.000
C -3.197 -2.197 -0.992 0.000
N -3.561 -1.928 0.393 0.000
C -4.743 -2.144 0.923 0.000
N -5.112 -1.479 2.023 0.000
N -5.575 -3.033 0.334 0.000
C -3.302 0.782 0.728 0.001
O -4.446 1.016 1.180 0.000
O -2.318 0.412 1.415 0.012
H -1.385 1.380 -1.863 -0.001
H -1.526 -0.216 -1.495 0.000
H -3.297 2.037 -0.955 0.000
H -4.366 0.728 -2.525 0.000
H -5.073 0.223 -1.007 0.000
H -3.182 -1.263 -2.881 0.000
H -4.794 -1.684 -2.373 0.000
H -2.113 -2.093 -0.999 0.000
H -3.394 -3.243 -1.245 0.000
H -2.909 -1.329 0.906 0.000
H -4.860 -0.468 1.979 0.000
H -6.027 -1.678 2.390 0.000
H -5.177 -3.724 -0.277 0.000
H -6.444 -3.261 0.782 0.000
Cl 1.368 -6.008 1.523 0.001
C 1.240 -4.281 1.650 0.003
C 1.955 -3.587 2.606 -0.001
Cl 3.001 -4.439 3.699 -0.001
C 1.836 -2.192 2.695 0.004
Cl 2.721 -1.304 3.894 0.001
C 1.005 -1.463 1.841 -0.001
O 0.859 -0.177 1.899 0.016
C 0.268 -2.190 0.839 -0.001
O -0.501 -1.488 0.037 0.001
C 0.402 -3.569 0.776 0.001
Cl -0.515 -4.420 -0.442 0.000
I 0.262 3.171 0.954 -0.015
C 1.034 1.478 -0.422 -0.016
H 2.078 1.419 -0.108 0.004
H 0.979 1.996 -1.385 -0.002
```

Summary:
2S+1 = 2
charge = -1
<S²> = 0.79
F_max = 0.0129 Eh/bohr
DFT total energy = -4314.543538 a.u.
energy above the lowest of the compared OMol25 structures with the same formula, charge and spin = 0.000 eV
frontier orbital gap (alpha / beta) = 5.235 / 5.174 eV